The following is a quantum chemistry calculation of a 4-piece molecular cluster, C31H64N5O3 overall at a distorted geometry, from the OMol25 dataset.

Properties
orbital gap: 4.23 eV
HOMO level: -9.055 eV
energy: -46766.6647 eV

```
! wB97M-V def2-TZVPD RIJCOSX def2/J DEFGRID3
* xyz 1 1
C -2.0661 1.3084 0.5369
C -1.9607 2.3536 -0.6123
O -2.8672 3.4268 -0.4654
C -4.1014 3.1617 -1.1218
C -5.1636 4.1990 -0.7023
C -5.9136 3.6916 0.5669
C -6.9529 4.6898 1.1091
C -8.2595 4.7556 0.2359
C -8.8953 3.3835 0.0781
C -8.8573 2.4392 1.1018
C -9.4623 1.1861 0.9256
C -10.0705 0.8884 -0.3106
C -10.0526 1.8366 -1.2961
O -10.6020 1.6108 -2.5408
C -9.6178 1.4566 -3.4421
N -8.7068 1.7091 -4.1223
N -9.4950 3.0535 -1.0910
O -9.5131 4.0014 -2.0645
H -1.5328 0.3766 0.2801
H -1.6140 1.6747 1.4716
H -3.1415 1.1124 0.6930
H -2.0819 1.8113 -1.5714
H -0.9209 2.7235 -0.6029
H -3.9187 3.2325 -2.2137
H -4.4029 2.1159 -0.9138
H -4.6542 5.1478 -0.4668
H -5.8340 4.3391 -1.5677
H -5.1537 3.4452 1.3302
H -6.3574 2.7166 0.2790
H -6.5795 5.7262 1.1456
H -7.2799 4.3899 2.1208
H -7.9518 5.1941 -0.7276
H -8.9949 5.4672 0.6585
H -8.3696 2.6157 2.0592
H -9.4796 0.4248 1.7093
H -10.5562 -0.0690 -0.5175
H -10.3947 4.4141 -2.1020
C -2.6765 -2.5518 -1.4553
C -1.3814 -2.9780 -0.7789
N -1.4960 -4.2137 -0.0290
C -0.3645 -4.4611 0.8522
C 1.0088 -4.6779 0.2113
C -1.9784 -5.3674 -0.7722
C -1.1961 -5.7946 -2.0185
H -3.4987 -2.5004 -0.7384
H -2.5542 -1.5611 -1.8988
H -2.9593 -3.2336 -2.2593
H -1.1033 -2.1775 -0.0857
H -0.5841 -3.0267 -1.5352
H -0.5927 -5.3159 1.4951
H -0.2849 -3.6101 1.5381
H 1.0880 -5.6587 -0.2558
H 1.7831 -4.6308 0.9812
H 1.2446 -3.9152 -0.5326
H -3.0112 -5.1688 -1.0749
H -2.0572 -6.2206 -0.0935
H -0.9456 -4.9508 -2.6636
H -1.8010 -6.4861 -2.6095
H -0.2770 -6.3190 -1.7621
C 3.9270 -2.0979 0.3885
C 3.5502 -1.8962 1.8494
N 4.3961 -2.6311 2.7715
C 3.8669 -2.6840 4.1248
C 3.7358 -1.3665 4.8953
C 5.8235 -2.3771 2.6625
C 6.3062 -0.9332 2.8258
H 3.9604 -3.1588 0.1334
H 3.1852 -1.6201 -0.2549
H 4.8953 -1.6526 0.1509
H 2.5203 -2.2492 1.9698
H 3.5379 -0.8177 2.0677
H 4.4688 -3.3799 4.7162
H 2.8741 -3.1453 4.0759
H 4.7035 -0.9936 5.2284
H 3.1321 -1.5254 5.7921
H 3.2451 -0.5895 4.3071
H 6.1583 -2.7345 1.6843
H 6.3552 -3.0124 3.3759
H 5.7049 -0.2247 2.2534
H 7.3344 -0.8513 2.4648
H 6.3116 -0.6206 3.8695
C 8.1901 1.9288 0.7944
C 8.2365 1.0020 -0.4116
N 6.9730 0.9171 -1.1229
C 6.9200 -0.1782 -2.0787
C 7.8799 -0.1363 -3.2714
C 6.4146 2.1788 -1.5813
C 7.2714 3.0465 -2.5094
H 7.3735 1.6567 1.4655
H 9.1241 1.8576 1.3542
H 8.0669 2.9738 0.5039
H 8.4924 0.0040 -0.0424
H 9.0622 1.3122 -1.0686
H 5.8963 -0.2759 -2.4530
H 7.1065 -1.1080 -1.5296
H 7.5728 0.5998 -4.0135
H 7.8843 -1.1074 -3.7720
H 8.9060 0.0780 -2.9701
H 6.1606 2.7772 -0.7012
H 5.4517 1.9881 -2.0634
H 8.3000 3.1420 -2.1586
H 6.8507 4.0537 -2.5584
H 7.2871 2.6608 -3.5278
*
```

***

The following is a quantum chemistry calculation of a 8-piece molecular cluster, C31H64NO17P overall at a distorted geometry, from the OMol25 dataset.

Properties
orbital gap: 8.08 eV
SMILES: CN(C(=O)O)P(C)O.CCOC(C)=O.CCOC(C)=O.CCOC(C)=O.CCOC(C)=O.CCOC(C)=O.CCOC(C)=O.CCOC(C)=O
HOMO level: -8.080 eV
energy: -78770.7220 eV
ΔE to the lowest compared entry with this formula, charge and spin: 1.221 eV

```
! wB97M-V def2-TZVPD RIJCOSX def2/J DEFGRID3
* xyz 0 1
C 1.3284 -2.4328 -2.2532
N 0.5898 -1.3121 -1.6207
C 1.4249 -0.4040 -0.8368
O 1.1276 -0.2604 0.3815
O 2.5195 0.3520 -1.3157
P -0.6088 -0.4998 -2.6119
C -2.2764 -1.2790 -2.0654
O -0.5238 -0.8710 -4.2809
H 1.1483 -2.6177 -3.3581
H 2.4738 -2.3428 -2.1220
H 1.0345 -3.4113 -1.7125
H 2.2987 0.6966 -2.2098
H -2.0059 -2.3149 -1.6636
H -3.0512 -1.2836 -2.8965
H -2.5898 -0.6591 -1.1462
H 0.1549 -0.3140 -4.7236
O -1.7183 2.2229 -0.6413
C -2.1501 2.0983 0.4826
O -3.4630 1.8737 0.6787
C -4.0437 1.5353 1.9472
C -4.3298 2.7791 2.7646
C -1.2558 2.2778 1.6759
H -3.4225 0.8123 2.4814
H -4.9854 1.0277 1.7262
H -3.4153 3.3302 2.9936
H -4.8188 2.5170 3.7055
H -4.9776 3.4601 2.2074
H -1.1495 3.3451 1.8851
H -0.2761 1.8579 1.4400
H -1.6015 1.7660 2.5715
O -0.2525 -5.0968 -3.7417
C -0.9811 -5.0354 -4.7059
O -2.0049 -4.1614 -4.7185
C -2.8149 -3.8800 -5.8690
C -3.9317 -4.8944 -6.0121
C -0.8167 -5.9831 -5.8596
H -2.2007 -3.7986 -6.7691
H -3.2482 -2.8913 -5.7015
H -3.5426 -5.9035 -6.1627
H -4.5738 -4.6426 -6.8590
H -4.5390 -4.9223 -5.1044
H -1.2995 -6.9317 -5.6137
H 0.2495 -6.1533 -6.0194
H -1.2120 -5.6089 -6.8013
O 2.4860 6.8951 1.5411
C 2.8634 5.9653 0.8635
O 2.3273 4.7444 1.0395
C 2.5701 3.6210 0.1778
C 3.8483 2.9034 0.5623
C 3.9895 6.1322 -0.1157
H 2.5553 3.9234 -0.8724
H 1.7242 2.9433 0.3149
H 4.7220 3.5509 0.4586
H 3.9966 2.0216 -0.0636
H 3.8096 2.5912 1.6086
H 4.9401 6.0682 0.4193
H 3.9030 7.1167 -0.5783
H 3.9816 5.4094 -0.9283
O 6.6803 8.2108 6.0369
C 5.5481 7.8680 5.7831
O 5.0246 8.1187 4.5688
C 3.7651 7.6006 4.1061
C 2.6148 8.4701 4.5700
C 4.6782 7.2407 6.8351
H 3.6442 6.5525 4.3920
H 3.8090 7.6192 3.0178
H 2.5434 8.4968 5.6598
H 1.6683 8.0995 4.1713
H 2.7589 9.5009 4.2378
H 4.2502 8.0280 7.4600
H 5.2976 6.5883 7.4526
H 3.8790 6.6192 6.4373
O -0.1362 1.5874 6.4553
C 0.4094 0.7354 5.7927
O 0.0355 0.5340 4.5148
C 0.7308 -0.3202 3.5911
C 0.2908 -1.7619 3.7451
C 1.4442 -0.1687 6.3994
H 1.8128 -0.1969 3.6820
H 0.4644 0.0292 2.5924
H 0.5213 -2.1497 4.7399
H 0.7843 -2.3954 3.0051
H -0.7910 -1.8455 3.6165
H 0.9414 -0.9754 6.9380
H 2.0435 0.4133 7.1014
H 2.1403 -0.5927 5.6791
O 2.7306 -6.4758 -9.0237
C 3.4417 -5.9865 -8.1777
O 3.6067 -6.6091 -6.9941
C 4.5590 -6.2118 -5.9963
C 4.0014 -5.1081 -5.1208
C 4.0801 -4.6432 -8.3890
H 5.5162 -5.9466 -6.4520
H 4.7449 -7.0962 -5.3827
H 3.7820 -4.2077 -5.6986
H 4.7100 -4.8470 -4.3316
H 3.0618 -5.4247 -4.6613
H 3.3510 -3.8619 -8.1618
H 4.3789 -4.5628 -9.4353
H 4.9799 -4.4817 -7.7995
O -4.8604 -1.9519 1.2970
C -5.9170 -2.2535 1.8005
O -6.9417 -1.3779 1.7901
C -8.2814 -1.6948 2.1959
C -8.4415 -1.5687 3.6976
C -6.0834 -3.5611 2.5205
H -8.5819 -2.6760 1.8203
H -8.9290 -0.9653 1.7043
H -7.7961 -2.2689 4.2318
H -9.4758 -1.7604 3.9917
H -8.1607 -0.5658 4.0274
H -5.6818 -3.4650 3.5321
H -5.5223 -4.3264 1.9821
H -7.1116 -3.9125 2.5708
*
```

***

The lowest energy belongs to which entry? C31H64NO17P